Entry from the Open Molecules 2025 dataset: a structure of composition C24H25GeNOPS4V at a distorted geometry (ωB97M-V/def2-TZVPD).

The geometry in XYZ format:
```
58
Properties=species:S:1:pos:R:3
V 3.406 2.571 18.429
O 6.340 7.023 18.947
C 5.813 5.943 18.723
S 4.482 5.899 17.625
C 4.466 4.178 17.293
C 5.309 3.367 18.257
S 5.643 1.621 18.199
S 6.354 4.306 19.379
S 3.278 3.519 16.212
C 8.370 0.251 16.616
Ge 6.493 -0.156 16.690
C 5.927 -1.712 17.794
C 6.725 -2.054 18.885
C 6.504 -3.347 19.432
C 5.544 -4.217 18.993
C 4.698 -3.814 17.936
C 4.849 -2.555 17.414
C 5.778 0.190 14.907
C 5.736 1.572 14.631
C 5.096 2.091 13.488
C 4.530 1.228 12.590
C 4.615 -0.152 12.813
C 4.052 -0.996 11.870
C 4.057 -2.346 11.997
C 4.701 -2.918 13.084
C 5.378 -2.098 14.052
C 5.215 -0.717 13.967
H 8.784 0.471 17.635
H 8.602 0.976 15.863
H 8.789 -0.651 16.251
H 7.599 -1.441 19.131
H 7.163 -3.534 20.249
H 5.470 -5.142 19.523
H 3.943 -4.518 17.510
H 4.068 -2.214 16.700
H 6.247 2.259 15.246
H 4.863 3.117 13.266
H 4.286 1.622 11.648
H 3.570 -0.699 10.954
H 3.487 -2.879 11.250
H 4.779 -3.967 13.180
H 5.931 -2.480 14.899
N 1.746 0.099 18.919
C 2.438 1.106 18.920
H 1.656 -0.341 18.018
C 1.934 2.688 21.620
P 2.336 3.603 20.082
C 0.604 3.891 19.410
C 2.734 5.348 20.594
H 1.543 1.736 21.276
H 1.088 3.037 22.225
H 2.904 2.605 22.264
H 0.106 4.511 20.214
H 0.089 2.945 19.184
H 0.736 4.393 18.471
H 2.198 5.493 21.524
H 2.555 6.007 19.773
H 3.764 5.238 20.716
```

Electronic energy, Eh: -6013.845292
Net charge: +2
F_max, eV Å⁻¹: 5.55

These are the Mulliken partial charges, in e, on atoms 1 to 5: -0.406, -0.442, 0.600, 0.026, 0.356

---

Entry from the Open Molecules 2025 dataset: a structure of composition C23H56GeN2O6P2PtSSe at a distorted geometry (ωB97M-V/def2-TZVPD).

The geometry in XYZ format:
```
93
Properties=species:S:1:pos:R:3
Pt 0.781 -0.464 1.790
C 4.309 -5.738 -0.103
C 4.256 -4.321 -0.601
C 5.491 -3.480 -0.272
O 3.066 -3.761 0.076
P 1.859 -2.820 -0.174
O 1.946 -1.983 1.155
C 0.344 -3.763 -0.167
P -1.035 -2.664 0.197
O -0.785 -1.222 0.628
O -1.959 -2.543 -1.052
C -2.762 -3.693 -1.595
C -4.069 -3.076 -2.119
C -1.977 -4.441 -2.636
O -1.741 -3.451 1.307
C -2.843 -3.409 2.201
C -3.645 -4.655 2.018
C -2.307 -3.162 3.572
O 1.885 -2.018 -1.515
C 2.845 -0.859 -1.767
C 3.743 -1.322 -2.830
C 1.810 0.204 -2.180
H 5.293 -6.148 -0.460
H 3.450 -6.325 -0.505
H 4.272 -5.748 1.009
H 4.140 -4.282 -1.728
H 5.938 -3.966 0.598
H 5.316 -2.451 -0.006
H 6.225 -3.570 -1.087
H 0.413 -4.470 0.669
H 0.154 -4.195 -1.158
H -2.939 -4.350 -0.730
H -3.925 -2.193 -2.725
H -4.661 -2.728 -1.291
H -4.553 -3.896 -2.697
H -1.891 -3.786 -3.518
H -2.670 -5.215 -2.927
H -0.999 -4.762 -2.340
H -3.468 -2.573 1.820
H -2.984 -5.520 2.060
H -4.112 -4.685 1.022
H -4.435 -4.764 2.771
H -1.907 -4.047 3.928
H -3.189 -2.894 4.176
H -1.543 -2.307 3.506
H 3.312 -0.646 -0.831
H 3.097 -1.685 -3.689
H 4.402 -2.089 -2.471
H 4.433 -0.598 -3.216
H 1.092 -0.217 -2.928
H 2.370 1.036 -2.587
H 1.272 0.473 -1.301
C -0.907 7.627 -2.112
Ge -1.788 6.582 -3.646
C -1.296 7.255 -5.375
C -3.749 6.465 -3.303
C -1.068 4.735 -3.673
Se -1.773 3.568 -2.110
C -2.799 2.122 -3.082
H 0.200 7.566 -2.142
H -1.322 7.368 -1.113
H -1.068 8.676 -2.216
H -1.712 6.580 -6.119
H -0.245 7.210 -5.469
H -1.626 8.274 -5.594
H -4.339 7.079 -4.013
H -4.077 6.834 -2.286
H -4.114 5.438 -3.375
H 0.037 4.697 -3.661
H -1.454 4.058 -4.456
H -3.208 1.454 -2.299
H -2.045 1.650 -3.766
H -3.635 2.601 -3.589
C 2.697 2.491 5.095
N 1.918 1.659 4.163
C 2.629 0.779 3.275
C 0.574 1.893 3.971
S -0.282 1.454 2.429
N 0.026 2.555 5.015
C -0.826 3.697 4.647
C 0.031 1.965 6.409
H 2.659 1.993 6.072
H 2.322 3.465 5.213
H 3.723 2.554 4.757
H 3.461 0.350 3.804
H 3.008 1.290 2.373
H 1.829 -0.126 3.049
H -1.499 3.318 3.852
H -0.154 4.458 4.155
H -1.307 4.095 5.543
H 0.721 1.086 6.424
H -1.009 1.708 6.710
H 0.348 2.719 7.146
```

Electronic energy, Eh: -7147.987945
Net charge: +4
F_max, eV Å⁻¹: 4.29
Spin multiplicity: 5
Relative energy (zero: lowest compared OMol25 entry of this formula, charge and spin), kcal per mole: 0.0

These are the Mulliken partial charges, in e, on atoms 1 to 5: 2.022, -1.429, 0.787, -1.427, -0.333

---

Question: Look up the electronic energy of the first one.
Answer: -6013.845292 Eh

---

Question: Which of these has the lowest net charge?
Answer: C24H25GeNOPS4V

---

Question: Look up the electronic energy of the first one.
Answer: -6013.845292 Eh